1.
C44H61N8O2S3SeV | the ωB97M-V functional and the def2-TZVPD basis

XYZ file:
```
120
Properties=species:S:1:pos:R:3:forces:R:3
V 0.76994 0.94826 -1.64778 -0.1 -0.1 0.1
C -4.77890 -1.29154 3.64391 0.1 0.0 0.0
C -3.44482 -0.54481 3.69245 0.0 0.1 0.0
C -3.69644 0.83831 4.31308 0.0 0.0 0.0
C -2.48188 -1.33391 4.59309 0.0 0.0 0.0
C -2.82123 -0.38141 2.30645 0.0 0.0 0.0
C -1.62626 0.31230 2.15739 0.0 0.0 -0.1
C -1.04173 0.45274 0.91456 0.1 0.0 -0.1
Se 0.73935 1.18962 0.78218 0.0 -0.2 0.8
C 1.61412 -0.50794 1.10490 -0.1 0.1 0.3
C 1.99183 -0.84532 2.38653 0.0 0.1 -0.1
C 2.56279 -2.08663 2.65638 0.0 0.0 0.0
C 2.68584 -2.94829 1.57677 0.0 0.0 0.0
C 2.29328 -2.65581 0.26634 -0.1 0.0 0.0
C 1.76693 -1.36455 -0.00738 0.1 -0.1 -0.2
O 1.42458 -0.94689 -1.21413 0.6 -0.2 0.2
C 2.44237 -3.81699 -0.74046 0.0 0.0 0.0
C 3.93050 -4.17636 -0.88431 0.0 0.0 0.0
C 1.87966 -3.56576 -2.14453 0.0 0.0 0.1
C 1.67543 -5.03762 -0.19994 0.0 0.0 0.0
C 2.94174 -2.46522 4.08617 0.0 0.0 0.0
C 3.60308 -3.84300 4.16844 0.0 0.1 0.0
C 1.66971 -2.49114 4.94891 0.0 0.0 0.0
C 3.92157 -1.43176 4.66017 0.0 0.0 0.0
C -1.60782 -0.05923 -0.27489 -0.1 0.0 0.1
O -1.05696 0.17580 -1.43985 -0.3 0.1 0.0
C -2.78441 -0.84900 -0.11201 0.0 0.0 -0.1
C -3.34994 -0.96129 1.15379 -0.1 0.0 0.1
C -3.36118 -1.63952 -1.29255 0.1 0.1 -0.1
C -3.76213 -0.69399 -2.43448 0.1 0.0 0.0
C -2.28696 -2.62002 -1.79563 0.0 0.1 0.0
C -4.59823 -2.45404 -0.91167 0.0 0.0 0.0
H -5.19312 -1.36635 4.65273 0.0 0.0 0.0
H -5.50121 -0.76540 3.01503 0.0 0.0 0.0
H -4.65240 -2.30507 3.25644 0.0 0.0 0.0
H -4.16680 0.73823 5.29683 0.0 0.0 0.0
H -2.76393 1.39176 4.43607 0.0 0.0 0.0
H -4.35464 1.42683 3.66925 0.0 0.0 0.0
H -2.90196 -1.45516 5.59763 0.0 0.0 0.0
H -2.29380 -2.32381 4.17094 0.0 0.0 0.0
H -1.52228 -0.82161 4.68116 0.0 0.0 0.0
H -1.11517 0.74153 3.01319 0.0 0.0 0.0
H 1.83162 -0.11698 3.17564 0.0 0.0 0.0
H 3.10532 -3.93069 1.75872 0.0 0.1 0.0
H 4.50486 -3.29735 -1.18916 0.0 0.0 0.0
H 4.35328 -4.54156 0.05355 0.0 0.0 0.0
H 4.06065 -4.95360 -1.64437 0.0 0.0 0.0
H 2.43732 -2.81318 -2.69461 0.0 0.1 0.0
H 1.93850 -4.49966 -2.71372 0.0 0.0 0.0
H 0.83878 -3.25341 -2.10042 0.0 0.1 0.0
H 2.04569 -5.36468 0.77322 0.0 0.0 0.0
H 0.61627 -4.79168 -0.09435 0.0 0.0 0.0
H 1.76649 -5.87759 -0.89576 0.0 0.0 0.0
H 2.92250 -4.63040 3.83617 0.0 0.0 0.0
H 4.50932 -3.88220 3.55865 0.0 0.0 0.0
H 3.88091 -4.05303 5.20427 0.0 0.0 0.0
H 0.94684 -3.19769 4.53459 0.0 0.0 0.0
H 1.90313 -2.78995 5.97635 0.0 0.0 0.0
H 1.19591 -1.50782 4.97522 0.0 0.0 0.0
H 4.81687 -1.37144 4.03700 0.0 0.0 0.0
H 3.47186 -0.43824 4.70131 0.0 0.0 0.0
H 4.22270 -1.71149 5.67458 0.0 0.0 0.0
H -4.24734 -1.55743 1.25079 0.1 0.1 0.0
H -2.89445 -0.11636 -2.74289 0.0 0.0 0.0
H -4.13011 -1.26687 -3.29335 0.0 0.0 0.1
H -4.55052 -0.01129 -2.10710 0.0 0.0 0.0
H -1.36865 -2.08699 -2.03429 0.0 0.0 0.0
H -2.06644 -3.36571 -1.02616 0.0 0.0 0.0
H -2.63603 -3.13916 -2.69486 0.0 0.0 0.0
H -5.41193 -1.81330 -0.55983 0.0 0.0 0.0
H -4.95045 -2.99100 -1.79633 0.0 0.0 0.0
H -4.37485 -3.19468 -0.13880 0.0 0.0 0.0
N 3.79852 -0.21047 -2.66136 -0.8 -0.3 0.3
C 3.99875 0.93211 -1.97971 0.1 0.7 0.2
N 3.08054 1.78681 -1.55991 0.4 0.1 -0.2
C 3.71728 2.94137 -1.06206 0.1 -0.4 0.1
C 5.06771 2.88759 -1.02434 0.2 0.1 0.0
S 5.65319 1.42368 -1.69710 -0.2 -0.1 0.0
C 3.07391 4.20878 -0.67167 -0.2 0.1 -0.2
C 3.67584 5.40022 -0.92496 0.2 0.1 -0.1
S 2.72805 6.70162 -0.31431 -0.2 -0.2 0.1
C 1.54599 5.51610 0.22992 0.5 0.1 -0.3
N 1.86091 4.29241 -0.03182 -0.2 -0.2 0.1
N 0.44166 5.91607 0.92549 -0.3 -0.1 0.1
H 2.89327 -0.65970 -2.45804 0.1 0.0 0.0
H 4.58863 -0.82939 -2.71414 0.0 -0.1 0.0
H 5.74860 3.63734 -0.65721 -0.1 0.0 0.0
H 4.59254 5.58742 -1.46017 -0.1 0.0 0.0
H 0.16539 6.87327 0.78890 -0.1 0.0 0.0
H -0.32400 5.24939 0.90544 0.1 0.0 -0.1
C 0.34205 -1.31636 -4.36019 0.0 0.2 0.0
C 0.75309 0.09058 -4.68125 -0.1 0.0 0.1
C 1.05382 0.64933 -5.90614 0.0 0.0 0.0
C 1.35121 2.01687 -5.66909 0.0 0.0 0.0
C 1.21003 2.22465 -4.31376 -0.2 -0.2 -0.1
C 1.31305 3.51996 -3.55812 0.0 -0.2 -0.1
N 0.84070 1.04274 -3.69111 0.2 0.4 -1.0
H -0.61784 -1.56859 -4.82011 0.0 0.0 0.0
H 0.24204 -1.42116 -3.28133 0.0 -0.1 0.0
H 1.07805 -2.04397 -4.71323 0.0 0.0 0.0
H 1.05943 0.14228 -6.86235 0.0 0.0 0.1
H 1.62134 2.76060 -6.40785 0.0 0.0 0.1
H 0.59521 4.25251 -3.93541 0.0 0.0 0.0
H 2.30967 3.96192 -3.63412 0.0 0.0 0.1
H 1.08565 3.37762 -2.50061 0.0 0.1 0.1
C -4.25710 5.84276 0.54340 0.0 -0.1 0.0
C -4.24816 4.31361 0.65149 0.0 0.2 -0.1
C -3.40495 3.69003 -0.41492 0.0 -0.1 -0.3
N -2.13125 3.55573 -0.34273 0.3 0.1 0.4
N -1.53680 3.01253 -1.44383 -0.2 0.0 -0.7
C -2.39205 2.75585 -2.39896 -0.4 0.4 0.6
N -2.09717 2.30808 -3.63514 0.4 -0.1 -0.1
S -4.04513 3.16475 -1.94776 0.3 -0.1 -0.1
H -4.89563 6.28060 1.31315 0.0 0.0 0.0
H -4.62684 6.15754 -0.43379 0.0 0.0 0.0
H -3.24789 6.23590 0.66783 0.0 0.0 0.0
H -5.26914 3.93620 0.57495 0.0 -0.1 0.1
H -3.84831 4.01089 1.62009 0.0 -0.1 0.0
H -1.18687 1.85382 -3.74455 0.0 0.0 0.0
H -2.84359 1.93753 -4.19279 0.0 -0.1 0.0
```
Forces are in eV/Å.

Total charge ... -1
Highest occupied orbital energy (spin up / spin down) ... -3.110 / -2.524 eV
2S+1 ... 2

=====

2.
C44H62BN2O4PPt | the ωB97M-V functional and the def2-TZVPD basis

XYZ file:
```
115
Properties=species:S:1:pos:R:3:forces:R:3
Pt 0.66057 1.50717 -1.46480 0.0 0.0 0.0
C -3.54793 0.47730 1.84862 0.0 0.0 0.0
C -4.01756 -0.37652 0.67144 0.0 0.0 0.0
C -4.93556 -1.50706 1.14041 0.0 0.0 0.0
C -2.84742 -0.91838 -0.11856 0.0 0.0 0.0
C -2.73246 -0.68351 -1.47381 0.0 0.0 0.0
C -1.64733 -1.11622 -2.23665 0.0 0.0 0.0
C -1.78330 -0.78273 -3.72744 0.0 0.0 0.0
C -0.91906 -1.53598 -4.73474 0.0 0.0 0.0
C -1.69620 0.72747 -3.96942 0.0 0.0 0.0
C -0.62540 -1.82297 -1.58355 0.0 0.0 0.0
C -0.80112 -2.20686 -0.23486 0.0 0.0 0.0
C -1.88137 -1.71474 0.47955 0.0 0.0 0.0
C 0.05825 -3.28320 0.41718 0.0 0.0 0.0
C 0.28494 -3.07767 1.91541 0.0 0.0 0.0
C -0.60126 -4.65491 0.21598 0.0 0.0 0.0
C 0.59572 -2.35984 -2.27219 0.0 0.0 0.0
C 0.44849 -3.63266 -2.83292 0.0 0.0 0.0
C 1.50499 -4.34452 -3.36216 0.0 0.0 0.0
C 2.77301 -3.78791 -3.32774 0.0 0.0 0.0
C 2.93724 -2.52153 -2.80055 0.0 0.0 0.0
C 1.87431 -1.76571 -2.28531 0.0 0.0 0.0
P 2.30124 -0.06754 -1.68284 0.1 0.1 0.0
C 3.13001 0.80993 -3.15174 0.0 0.0 0.0
C 4.10259 0.04069 -4.04705 0.0 0.0 0.0
C 1.95362 1.24766 -4.03675 0.0 0.0 0.0
C 3.82975 2.08129 -2.64883 0.0 0.0 0.0
C 3.56435 -0.32416 -0.30917 0.0 0.0 0.0
C 3.02639 -1.44314 0.58595 0.0 0.0 0.0
C 4.97598 -0.71386 -0.76207 0.0 0.0 0.0
C 3.67806 0.96554 0.51727 0.0 0.0 0.0
H -4.40301 0.91083 2.37312 0.0 0.0 0.0
H -2.91151 1.28751 1.49476 0.0 0.0 0.0
H -2.98119 -0.11513 2.57305 0.0 0.0 0.0
H -4.58285 0.27281 -0.00308 0.0 0.0 0.0
H -4.40228 -2.18189 1.81458 0.0 0.0 0.0
H -5.29970 -2.09632 0.29717 0.0 0.0 0.0
H -5.79704 -1.10808 1.68011 0.0 0.0 0.0
H -3.51150 -0.11082 -1.96475 0.0 0.0 0.0
H -2.81642 -1.06572 -3.95851 0.0 0.0 0.0
H 0.14688 -1.33959 -4.61724 0.0 0.0 0.0
H -1.20450 -1.21985 -5.74020 0.0 0.0 0.0
H -1.06218 -2.61388 -4.67252 0.0 0.0 0.0
H -0.73141 1.11873 -3.65178 0.0 0.0 0.0
H -2.45423 1.26680 -3.40302 0.0 0.0 0.0
H -1.81954 0.95252 -5.03146 0.0 0.0 0.0
H -1.98575 -1.97956 1.52608 0.0 0.0 0.0
H 1.03084 -3.30643 -0.07485 0.0 0.0 0.0
H -0.60512 -3.34329 2.49087 0.0 0.0 0.0
H 0.53666 -2.04618 2.14373 0.0 0.0 0.0
H 1.09674 -3.72099 2.26145 0.0 0.0 0.0
H -1.60724 -4.64766 0.64165 0.0 0.0 0.0
H -0.02291 -5.43228 0.72123 0.0 0.0 0.0
H -0.68385 -4.92482 -0.83526 0.0 0.0 0.0
H -0.54354 -4.06562 -2.83571 0.0 0.0 0.0
H 1.34313 -5.32958 -3.78100 0.0 0.0 0.0
H 3.62869 -4.32745 -3.71262 0.0 0.0 0.0
H 3.93003 -2.10880 -2.79660 0.0 0.0 0.0
H 3.61969 -0.78097 -4.57304 0.0 0.0 0.0
H 4.97090 -0.34153 -3.51167 0.0 0.0 0.0
H 4.47201 0.74112 -4.80145 0.0 0.0 0.0
H 1.32672 0.41048 -4.34167 0.0 0.0 0.0
H 2.34487 1.72256 -4.94127 0.0 0.0 0.0
H 1.34437 2.04003 -3.57142 0.0 0.0 0.0
H 4.76637 1.86134 -2.13799 0.0 0.0 0.0
H 3.18629 2.67757 -2.00187 0.0 0.0 0.0
H 4.06669 2.70132 -3.51756 0.0 0.0 0.0
H 3.08543 -2.41225 0.08851 0.0 0.0 0.0
H 1.99712 -1.25603 0.87772 -0.1 0.0 0.0
H 3.63341 -1.49027 1.49449 0.0 0.0 0.0
H 5.01166 -1.69188 -1.23808 0.0 0.0 0.0
H 5.60152 -0.77683 0.13264 0.0 0.0 0.0
H 5.43055 0.02255 -1.42171 0.0 0.0 0.0
H 2.71098 1.31106 0.87041 0.0 0.0 0.0
H 4.14762 1.77370 -0.03965 0.0 0.0 0.0
H 4.30131 0.75416 1.39037 0.0 0.0 0.0
C -1.56679 -1.08981 6.08941 0.0 0.0 0.0
C -0.66352 0.14317 6.23631 0.0 0.0 0.0
C -1.23182 1.02300 7.34961 0.0 0.0 0.0
C 0.74409 -0.30561 6.65249 0.0 0.0 0.0
C -0.59435 0.87480 4.89500 0.0 0.0 0.0
C -1.04466 2.18243 4.72923 0.0 0.0 0.0
C -1.00051 2.84305 3.49822 0.0 0.0 0.0
C -0.49390 2.14250 2.43389 0.0 0.0 0.0
O -0.35559 2.52623 1.12875 0.0 0.1 -0.1
B 0.18087 1.42266 0.44987 0.1 -0.1 0.0
O 0.39531 0.38017 1.36191 0.0 0.0 0.0
C -0.04275 0.84189 2.58062 0.0 0.0 0.0
C -0.07218 0.18965 3.78741 0.0 0.0 0.0
H -1.62065 -1.63520 7.03451 0.0 0.0 0.0
H -1.19044 -1.77374 5.32703 0.0 0.0 0.0
H -2.57839 -0.79379 5.80479 0.0 0.0 0.0
H -1.25192 0.45732 8.28281 0.0 0.0 0.0
H -2.25325 1.33987 7.13170 0.0 0.0 0.0
H -0.62035 1.91253 7.51178 0.0 0.0 0.0
H 0.70584 -0.82028 7.61522 0.0 0.0 0.0
H 1.41078 0.55337 6.74829 0.0 0.0 0.0
H 1.18100 -0.99116 5.92530 0.0 0.0 0.0
H -1.44802 2.72030 5.57485 0.0 0.0 0.0
H -1.35854 3.85751 3.38681 0.0 0.0 0.0
H 0.29282 -0.82456 3.87209 0.0 0.0 0.0
C -3.89030 4.50288 -0.94122 0.0 0.0 0.0
N -2.49735 4.46523 -1.35417 0.0 0.0 0.0
C -1.84956 5.57804 -1.80491 0.0 0.0 0.0
C -0.57497 5.53991 -2.21452 0.0 0.0 0.0
C 0.14062 4.27732 -2.16718 0.0 0.0 0.0
O 1.29991 4.14869 -2.56180 0.0 0.0 0.0
N -0.53843 3.18931 -1.65642 0.0 0.0 0.0
C -1.85673 3.22595 -1.29705 0.0 0.1 0.0
O -2.49438 2.24817 -0.94047 0.0 -0.1 0.1
H -4.22115 5.53911 -0.93056 0.0 0.0 0.0
H -3.99611 4.07277 0.05283 0.0 0.0 0.0
H -4.51351 3.92738 -1.62548 0.0 0.0 0.0
H -2.43736 6.48659 -1.81366 0.0 0.0 0.0
H -0.06209 6.41554 -2.57788 0.0 0.0 0.0
```
Forces are in eV/Å.

Total charge ... 0
Highest occupied orbital energy ... -8.161 eV
2S+1 ... 1

=====

M? In order: 960.13, 919.85 u.
Energy above the lowest of the compared OMol25 structures with the same formula, charge and spin? In order: 4.16, 0.00 kcal per mole.
Electronic energy? In order: -186178.4038, -71022.7794 eV.